(1)
32
Properties=species:S:1:pos:R:3:forces:R:3:mulliken_charge:R:1 method="wB97M-V/def2-TZVPD" charge=+1 molar_mass_g_mol=198.19 total_energy_ha=-782.7391 fmax_ev_per_a=2.22 gap_ha=0.38818
O 1.477 0.506 -1.722 -0.076 0.242 -0.155 -0.417
C 1.969 1.239 -0.917 0.217 -0.059 0.722 -0.094
C 1.562 1.211 0.560 0.556 -1.042 -0.792 0.218
C 2.593 0.333 1.288 1.377 0.268 -0.336 -0.858
O 2.882 -0.838 0.539 -0.886 -0.240 0.883 -0.483
N 0.232 0.527 0.641 0.172 1.089 0.186 -0.153
H 2.807 1.927 -1.103 0.067 -0.024 -0.415 0.389
H 1.540 2.218 0.969 -0.314 -0.007 0.116 0.343
H 2.325 0.259 2.348 -0.341 -0.748 -0.136 0.301
H 3.599 0.748 1.340 -0.246 0.965 -0.119 0.470
H 2.198 -1.499 0.717 0.035 -0.100 -0.206 0.359
H 0.280 -0.459 1.003 0.051 0.438 -0.061 0.377
H -0.318 1.141 1.254 -0.528 -0.286 0.020 0.440
H -0.214 0.558 -0.287 -0.009 -0.064 0.034 0.232
H -1.728 2.994 0.979 -0.038 0.919 0.288 0.291
H -0.971 3.470 2.389 -0.545 0.656 -0.556 0.275
O -1.201 2.794 1.750 0.823 -1.571 0.410 -0.615
H -2.371 -3.232 1.144 -0.241 -0.055 -0.348 0.335
H -2.002 -2.884 -0.359 -0.043 -0.105 -0.151 0.387
O -1.966 -2.573 0.566 -0.413 0.026 0.305 -0.658
H -2.768 0.138 0.434 0.840 -0.373 -0.309 0.213
H -3.271 1.435 0.262 0.347 0.607 -0.407 0.319
O -2.454 0.963 0.018 -1.865 -0.514 1.081 -0.513
H -0.604 -2.355 1.236 0.828 0.206 -0.166 0.317
H 0.694 -2.607 2.145 -0.071 0.121 -0.006 0.299
O 0.326 -2.029 1.467 -0.131 -0.421 0.263 -0.729
H -2.283 -2.259 -2.725 0.195 0.087 -0.153 0.322
H -0.828 -2.683 -2.318 -0.072 0.158 -0.329 0.337
O -1.760 -2.917 -2.259 -0.069 -0.252 0.647 -0.702
H -1.238 0.892 -2.834 -0.724 0.289 -0.236 0.277
H -1.974 2.107 -2.022 -0.531 -0.556 -0.613 0.279
O -1.184 1.601 -2.194 1.636 0.345 0.539 -0.559


(2)
26
Properties=species:S:1:pos:R:3:forces:R:3:mulliken_charge:R:1 method="wB97M-V/def2-TZVPD" molar_mass_g_mol=274.20 total_energy_ha=-1014.0115 fmax_ev_per_a=4.60 gap_ha=0.29982
O 0.248 -4.118 0.548 0.976 -1.399 -0.213 -0.514
C 1.083 -3.819 -0.276 -0.007 -2.928 1.597 0.169
O 2.162 -4.712 -0.697 -2.450 1.670 1.630 -0.486
C 1.051 -2.509 -0.719 1.932 0.626 -4.124 -0.058
C 1.649 -2.017 -1.936 0.685 -0.194 1.470 -0.329
N 1.595 -0.703 -2.074 -0.172 -0.683 0.814 -1.378
N 0.961 -0.360 -0.929 -2.768 2.411 1.309 0.907
C 0.542 0.951 -0.557 2.466 -0.891 -1.948 -0.158
C -0.068 1.171 0.625 -0.496 0.752 0.165 0.485
C -0.261 2.588 1.074 0.283 1.078 -0.641 -0.465
N -0.937 3.392 0.265 -0.888 -0.898 -0.103 -0.641
N -0.879 4.613 0.768 0.706 2.462 -0.214 0.102
C 0.002 4.722 1.799 -1.829 -0.629 -0.691 -0.907
C 0.339 3.448 2.075 0.123 -2.345 0.039 0.743
N 1.055 3.015 3.220 3.002 -1.083 2.493 0.863
O 1.407 1.790 3.284 -1.383 3.365 -0.269 -0.532
O 1.401 3.876 4.094 -1.249 -2.197 -2.498 -0.567
C -0.645 0.040 1.284 0.521 0.086 1.268 0.261
N -0.388 -1.170 0.906 0.969 -1.039 -0.486 -0.552
C 0.508 -1.431 -0.150 -1.874 3.575 1.720 0.614
H 2.103 -5.335 0.061 0.220 -0.040 -0.796 0.335
H 2.290 -2.643 -2.511 0.072 -0.115 -0.901 0.525
H 0.942 1.713 -1.276 -0.587 -0.631 1.022 0.428
H -1.366 5.429 0.319 0.820 -1.588 0.453 0.248
H 0.222 5.599 2.318 0.192 1.201 0.616 0.540
H -1.256 0.228 2.242 0.737 -0.566 -1.712 0.365


How do the records compare in HOMO? In the order shown, they have -13.40 -9.24 eV.
How do the records compare in lowest unoccupied orbital energy? In the order shown, they have -2.8 -1.1 eV.